(1)
DFT (the ωB97M-V functional and the def2-TZVPD basis) results for the molecule C6H14O.

Output
SMILES: CCCCCCO
E_tot: -8496.5191 eV
Energy relative to the best compared isomer or geometry (same formula, charge and spin): 0.373 eV
Net charge: 0

Last column: Löwdin charge in e.
Element x y z (Å)
O1 -2.80 2.95 0.07  -0.071
C1 0.18 -0.99 -0.03  -0.239
C2 -1.39 1.03 -0.05  -0.206
C3 -1.46 2.55 -0.13  -0.299
C4 0.03 0.52 -0.22  -0.234
C5 1.65 -1.42 0.01  -0.283
C6 1.85 -2.91 0.31  -0.120
H1 0.42 0.80 -1.21  0.119
H2 1.68 -3.53 -0.58  0.070
H3 -2.05 0.61 -0.82  0.122
H4 -0.79 2.98 0.64  0.119
H5 2.16 -0.82 0.78  0.105
H6 0.68 1.03 0.51  0.115
H7 -0.30 -1.28 0.91  0.114
H8 2.87 -3.10 0.66  0.067
H9 2.13 -1.17 -0.94  0.109
H10 1.17 -3.25 1.09  0.070
H11 -0.35 -1.53 -0.83  0.119
H12 -2.82 3.92 0.04  0.084
H13 -1.79 0.72 0.92  0.120
H14 -1.08 2.89 -1.11  0.120

---

(2)
DFT (the ωB97M-V functional and the def2-TZVPD basis) results for a structure of composition C29H45BO2P2Ru.

Output
⟨S²⟩: 8.78
2S+1: 6
E_tot: -56721.9443 eV
Net charge: +1

Last column: Löwdin spin population.
Element x y z (Å)
Ru1 1.18 -0.49 -0.73  2.287
P1 -0.29 1.83 -5.56  0.009
P2 1.82 -0.25 -5.42  0.210
O1 1.40 2.28 0.98  0.012
O2 3.37 1.31 0.20  0.046
C1 0.31 2.48 -2.61  0.003
C2 0.55 -0.76 -2.90  0.294
C3 -2.22 -2.79 -0.48  0.043
C4 1.30 1.32 -6.30  0.027
C5 3.64 2.36 1.02  0.009
C6 1.14 -1.48 -6.58  0.040
C7 3.50 -0.24 -6.05  0.032
C8 -0.67 0.76 2.85  0.052
C9 0.59 -0.85 1.20  0.114
C10 -1.75 1.54 -1.53  0.026
C11 1.61 1.67 -2.83  0.062
C12 -1.92 0.35 -2.41  0.013
C13 -1.45 1.04 -6.71  0.001
C14 3.74 4.18 3.07  0.002
C15 -0.83 -0.35 -3.30  0.037
C16 4.87 2.61 1.58  0.002
C17 1.77 -1.10 2.06  0.041
C18 -1.75 -0.90 1.24  0.097
C19 0.92 -3.05 -0.24  0.076
C20 0.09 -1.93 0.28  0.169
C21 2.46 2.95 1.48  0.003
C22 -3.16 -0.62 1.61  0.004
C23 -0.49 3.55 -6.13  0.003
C24 4.90 3.55 2.61  0.002
C25 2.48 3.88 2.50  0.000
C26 -0.66 2.34 -1.48  0.015
C27 -0.64 -0.20 1.72  0.317
C28 1.66 0.19 -2.81  0.316
C29 -1.33 -1.90 0.33  0.288
B1 1.91 1.18 0.17  0.122
H1 2.02 2.01 -3.78  0.018
H2 -2.34 -0.46 -1.82  0.001
H3 -0.32 2.84 -0.58  0.000
H4 1.90 -2.62 -0.56  0.023
H5 1.20 -1.07 -7.59  0.008
H6 1.92 -0.29 2.78  0.000
H7 3.80 4.91 3.87  0.000
H8 0.85 -1.76 -3.26  0.020
H9 0.37 4.16 -5.82  0.000
H10 -0.55 0.22 3.81  0.022
H11 0.67 3.51 -2.56  0.000
H12 -1.20 1.47 -7.68  0.000
H13 2.67 -1.21 1.44  0.013
H14 -0.34 2.50 -3.51  0.001
H15 2.31 2.06 -2.10  0.014
H16 -1.41 3.97 -5.72  0.000
H17 -2.51 1.67 -0.75  0.001
H18 1.12 -3.82 0.50  0.017
H19 -1.70 -3.00 -1.41  0.005
H20 0.12 -1.79 -6.37  0.001
H21 -3.81 -0.78 0.74  0.001
H22 -2.48 -3.76 -0.03  0.015
H23 -3.52 -1.30 2.40  0.002
H24 5.87 3.78 3.07  0.000
H25 -0.73 0.25 -4.21  0.009
H26 1.79 -2.36 -6.51  0.000
H27 5.73 2.07 1.23  0.000
H28 -1.30 -1.26 -3.69  0.001
H29 3.89 -1.24 -5.90  0.000
H30 -3.15 -2.27 -0.69  0.004
H31 -0.55 3.50 -7.22  0.001
H32 -1.61 1.32 2.91  0.003
H33 1.56 4.34 2.85  0.000
H34 -1.36 -0.05 -6.74  0.000
H35 2.04 2.13 -6.24  0.000
H36 -2.65 0.59 -3.18  0.000
H37 2.64 -0.25 -3.03  0.018
H38 1.12 1.05 -7.35  0.005
H39 -3.29 0.39 1.97  0.000
H40 -2.46 1.33 -6.42  0.000
H41 3.49 0.02 -7.11  0.008
H42 1.58 -2.03 2.60  0.007
H43 4.11 0.48 -5.51  0.000
H44 0.46 -3.49 -1.12  0.003
H45 0.14 1.49 2.76  0.006

---

(3)
DFT (the ωB97M-V functional and the def2-TZVPD basis) results for a structure of composition C27H61BrI3N6O9PSi2.

Output
E_tot: -175750.3813 eV
Net charge: 0

Last column: Löwdin charge in e.
Element x y z (Å)
I1 3.98 1.75 0.60  0.739
I2 -0.21 5.25 1.87  0.566
I3 -2.24 -2.92 -2.05  0.825
Br1 -1.75 1.90 -3.28  0.726
P1 -3.82 5.39 0.75  0.732
Si1 -1.96 4.12 0.56  -0.080
Si2 -1.20 1.48 1.56  0.499
O1 -3.67 3.46 -2.08  0.031
O2 3.98 -5.01 6.05  -0.008
O3 -2.35 2.62 1.10  -0.376
O4 -4.89 -5.24 -3.72  -0.005
O5 -3.28 6.88 1.21  -0.433
O6 0.48 -5.01 7.63  -0.015
O7 -0.53 -1.28 4.07  -0.012
O8 1.75 3.20 -2.89  -0.013
O9 1.50 7.85 -7.42  0.001
N1 5.10 -6.81 5.27  -0.194
N2 1.94 4.62 -4.65  -0.187
N3 1.55 7.58 -9.67  -0.197
N4 -5.13 -4.22 -5.73  -0.200
N5 -1.55 -3.12 4.91  -0.183
N6 1.99 -3.98 8.96  -0.191
C1 1.26 3.87 -3.79  -0.382
C2 -1.29 -1.49 -0.79  -0.680
C3 -1.45 3.94 -1.24  -0.298
C4 -4.94 -2.91 -5.15  -0.046
C5 0.90 7.76 -10.95  -0.058
C6 0.35 1.54 0.51  -0.291
C7 1.28 0.40 0.98  -0.385
C8 6.19 -7.75 5.43  -0.056
C9 -2.26 -0.45 -0.21  -0.355
C10 4.20 -6.95 4.14  -0.033
C11 1.57 -4.47 7.78  -0.327
C12 -2.50 3.26 -2.06  -0.820
C13 -2.17 -3.43 3.63  -0.038
C14 3.29 -3.34 9.09  -0.056
C15 -4.53 4.68 2.29  -0.325
C16 0.99 7.98 -8.51  -0.339
C17 2.51 0.26 0.11  -0.629
C18 -2.03 -0.17 1.30  -0.251
C19 2.86 6.94 -9.62  -0.037
C20 1.29 5.39 -5.70  -0.055
C21 1.13 -4.09 10.12  -0.045
C22 -5.08 -5.29 -4.92  -0.358
C23 3.39 4.67 -4.54  -0.037
C24 4.89 -5.82 6.15  -0.329
C25 -0.77 -2.04 5.00  -0.342
C26 -1.79 -4.00 6.04  -0.060
C27 -5.35 -4.34 -7.16  -0.063
H1 -6.25 -3.81 -7.45  0.088
H2 3.79 5.32 -5.31  0.085
H3 -0.49 -1.02 -1.35  0.031
H4 -0.85 1.63 2.99  0.028
H5 2.82 6.04 -9.00  0.085
H6 0.77 -0.56 1.00  0.089
H7 -2.86 -4.03 6.27  0.090
H8 4.51 -7.79 3.54  0.086
H9 -5.47 -5.39 -7.42  0.080
H10 -4.99 -2.15 -5.93  0.087
H11 -2.76 -4.33 3.72  0.087
H12 -3.02 -0.07 1.75  0.080
H13 3.17 6.68 -10.62  0.086
H14 3.68 5.04 -3.56  0.093
H15 -1.44 -5.00 5.83  0.086
H16 -1.25 -3.63 6.91  0.059
H17 0.16 1.39 -0.56  0.066
H18 3.18 -7.10 4.49  0.096
H19 2.29 -4.34 6.97  0.103
H20 1.51 6.45 -5.59  0.070
H21 -0.06 8.24 -10.80  0.082
H22 -3.81 4.14 2.91  0.023
H23 3.79 -3.35 8.13  0.076
H24 3.17 -2.31 9.43  0.088
H25 1.65 5.07 -6.68  0.082
H26 -1.28 4.91 -1.71  0.107
H27 -5.71 -2.71 -4.40  0.096
H28 5.61 -5.79 6.97  0.137
H29 -5.23 -6.25 -5.45  0.132
H30 -1.48 -0.97 1.79  0.041
H31 0.93 2.46 0.62  0.029
H32 -4.50 -3.93 -7.71  0.088
H33 1.62 -3.64 10.98  0.083
H34 -5.34 4.00 2.04  0.033
H35 3.02 -0.69 0.28  0.035
H36 -2.17 0.47 -0.79  0.039
H37 6.86 -7.70 4.56  0.090
H38 0.22 5.25 -5.65  0.088
H39 -4.93 5.51 2.88  0.036
H40 3.59 7.62 -9.17  0.094
H41 -0.35 -1.89 6.00  0.135
H42 0.17 3.90 -3.95  0.079
H43 3.90 -3.87 9.82  0.088
H44 -3.28 -0.78 -0.37  0.073
H45 -3.98 -2.86 -4.65  0.026
H46 6.76 -7.51 6.32  0.082
H47 1.51 8.38 -11.60  0.090
H48 0.73 6.79 -11.43  0.090
H49 3.81 3.67 -4.65  0.092
H50 0.91 -5.13 10.34  0.090
H51 -1.41 -3.58 2.86  0.091
H52 -0.84 -2.07 0.02  0.024
H53 2.28 0.38 -0.95  0.044
H54 0.00 8.45 -8.65  0.136
H55 -2.81 -2.60 3.31  0.086
H56 0.18 -3.57 9.95  0.089
H57 -2.75 6.83 2.02  -0.011
H58 4.22 -6.04 3.53  0.094
H59 -0.53 3.37 -1.35  0.031
H60 5.81 -8.77 5.52  0.090
H61 1.60 0.59 2.01  0.093

---

(4)
DFT (the ωB97M-V functional and the def2-TZVPD basis) results for a cluster of 2 separate species, H4S3 in total.

Output
SMILES: SS.S
E_tot: -32570.1667 eV
Energy relative to the best compared isomer or geometry (same formula, charge and spin): 0.184 eV
Net charge: 0

Last column: Löwdin charge in e.
Element x y z (Å)
S1 1.41 0.97 -0.37  0.208
S2 -1.63 -2.12 -0.90  0.490
S3 0.39 2.67 0.22  0.219
H1 1.14 2.78 1.34  -0.206
H2 0.69 0.10 0.41  -0.216
H3 -0.99 -3.23 -0.54  -0.231
H4 -1.00 -1.19 -0.16  -0.264

---

(5)
DFT (the ωB97M-V functional and the def2-TZVPD basis) results for the molecule C8H11Br.

Output
E_tot: -78513.3272 eV
Energy relative to the best compared isomer or geometry (same formula, charge and spin): 2.167 eV
Net charge: 0

Last column: Löwdin charge in e.
Element x y z (Å)
Br1 -3.67 0.17 -0.10  0.666
C1 0.31 0.88 0.08  -0.236
C2 0.64 0.24 -1.24  -0.156
C3 0.07 2.33 0.26  -0.048
C4 -1.93 -0.36 0.21  -0.606
C5 0.79 -1.26 -0.92  -0.146
C6 0.63 -0.10 1.15  -0.149
C7 0.21 -1.42 0.50  -0.320
C8 -1.30 -1.49 0.41  -0.207
H1 0.32 2.63 1.27  0.082
H2 1.71 -0.13 1.33  0.132
H3 0.61 -2.30 1.01  0.133
H4 1.85 -1.53 -0.91  0.109
H5 -1.75 -2.47 0.51  0.103
H6 0.28 -1.89 -1.65  0.112
H7 -0.98 2.59 0.08  0.083
H8 -0.14 0.43 -1.98  0.120
H9 0.13 0.11 2.10  0.126
H10 0.67 2.90 -0.45  0.082
H11 1.57 0.66 -1.65  0.119

---

Largest force on an atom, record by record: 0.5, 3.2, 0.9, 1.0, 2.4 eV/Å